Computed, not measured: a cluster of 10 separate species, C20H73N9O2 in total in a non-equilibrium geometry, with ωB97M-V with the def2-TZVPD basis set.

Each line ends with the Mulliken charge.
Cartesian coordinates (Å):
N -0.124 -4.816 -2.017  -0.367
H 0.170 -5.623 -1.478  0.377
H 0.540 -4.603 -2.762  0.385
H -0.075 -3.927 -1.382  0.107
H -1.041 -4.911 -2.459  0.380
N 1.153 -3.546 2.248  -0.317
H 1.035 -2.768 1.568  -0.008
H 0.877 -4.399 1.764  0.367
H 0.688 -3.446 3.154  0.368
H 2.154 -3.641 2.447  0.391
N -2.923 -2.989 0.897  -0.037
H -3.613 -3.382 0.259  0.433
H -2.674 -3.682 1.601  0.443
H -3.291 -2.110 1.348  0.023
H -2.012 -2.771 0.425  0.196
N 4.002 -3.726 -0.726  -0.339
H 4.948 -3.846 -0.349  0.416
H 3.393 -4.483 -0.422  0.360
H 4.070 -3.874 -1.735  0.365
H 3.577 -2.766 -0.494  0.099
N 3.415 -0.902 -3.156  -0.304
H 2.835 -0.353 -3.797  0.403
H 3.362 -1.845 -3.537  0.368
H 3.036 -0.966 -2.158  -0.114
H 4.367 -0.557 -3.031  0.397
N 4.779 0.026 1.371  -0.114
H 5.655 0.117 0.854  0.506
H 4.412 0.934 1.841  0.223
H 4.876 -0.835 1.901  0.419
H 4.084 -0.253 0.616  -0.007
O -0.287 -2.772 -0.266  -0.969
C 0.220 -1.522 -0.720  0.589
C 1.467 -0.819 -0.093  -1.119
O 2.844 -1.164 -0.363  -0.600
H -0.593 -0.791 -0.774  -0.347
H 0.497 -1.582 -1.794  0.080
H 1.267 -0.605 0.978  0.253
H 1.499 0.249 -0.362  0.722
C -1.727 1.466 3.313  -1.040
C -1.763 0.052 2.726  -0.507
N -3.034 -0.374 2.117  0.499
C -4.158 -0.486 3.075  -0.660
C -3.989 -1.621 4.071  -1.244
C -3.396 0.546 1.002  -0.374
C -4.100 -0.183 -0.135  -1.514
H -1.972 2.205 2.553  0.293
H -0.678 1.615 3.593  0.083
H -2.242 1.672 4.249  0.367
H -1.047 -0.001 1.898  -0.044
H -1.436 -0.657 3.493  0.482
H -4.270 0.487 3.567  0.617
H -5.082 -0.599 2.505  0.474
H -4.892 -1.740 4.666  0.419
H -3.744 -2.586 3.613  0.150
H -3.164 -1.468 4.771  0.315
H -2.589 1.211 0.706  0.508
H -4.180 1.201 1.404  0.384
H -3.419 -0.835 -0.691  0.216
H -4.687 0.473 -0.771  0.204
H -4.817 -0.873 0.326  0.488
C -5.802 0.389 -4.655  -1.296
C -4.760 1.394 -4.083  0.438
N -3.547 1.391 -4.875  0.236
C -2.344 1.649 -4.118  -0.725
C -1.957 0.511 -3.200  -0.289
C -3.642 2.159 -6.108  -0.668
C -3.905 3.662 -5.981  -1.040
H -6.792 0.498 -4.214  0.385
H -5.409 -0.613 -4.486  0.304
H -5.938 0.550 -5.724  0.329
H -5.255 2.360 -3.946  0.389
H -4.570 0.965 -3.097  -0.581
H -1.510 1.692 -4.827  0.409
H -2.334 2.618 -3.597  0.276
H -0.958 0.661 -2.778  0.294
H -2.737 0.293 -2.469  -0.453
H -1.827 -0.398 -3.801  0.262
H -4.316 1.731 -6.852  0.378
H -2.668 2.075 -6.605  0.360
H -4.868 3.810 -5.477  0.267
H -4.154 4.104 -6.946  0.421
H -3.132 4.183 -5.424  0.269
C 2.483 1.143 3.942  -0.951
C 2.898 2.463 3.297  -0.878
N 4.281 2.375 2.779  0.276
C 5.287 2.404 3.867  -0.572
C 6.663 1.876 3.463  -1.168
C 4.507 3.540 1.889  -0.536
C 3.933 3.298 0.476  -1.098
H 3.092 0.817 4.782  0.434
H 2.500 0.337 3.194  -0.020
H 1.438 1.233 4.240  0.252
H 2.094 2.704 2.598  0.465
H 2.813 3.308 3.991  0.419
H 4.951 1.739 4.662  0.324
H 5.381 3.414 4.274  0.386
H 7.155 2.361 2.620  0.342
H 6.538 0.837 3.134  0.191
H 7.309 1.901 4.336  0.421
H 3.939 4.390 2.273  0.312
H 5.567 3.729 1.745  0.439
H 4.502 3.918 -0.221  0.438
H 3.960 2.266 0.120  0.072
H 2.930 3.708 0.349  0.348

Cartesian forces (eV/Å) of the 6 atoms listed first:
N 0.571 1.063 -0.441
H -0.283 -0.353 -0.305
H -0.064 -0.571 -0.179
H -0.852 0.507 0.973
H -0.021 -0.266 0.256
N 1.121 -0.071 -0.184

Calculated values
M	471.9	g mol⁻¹
HOMO	-0.543	Ha
HOMO-LUMO gap	0.1134	Eh
net charge	+4
LUMO energy	-11.694	eV
largest force on an atom	2.91	eV/Å